No. 1
Molecular formula: C6H12O2
Method: DFT, ωB97M-V/def2-TZVPD

Last columns: bonded neighbours and bond lengths (Å).
Cartesian coordinates (Å):
1 C 1.86 1.91 -1.90  C2 1.509, H8 1.082, H9 1.104, H10 1.090
2 C 1.27 1.27 -0.66  C1 1.509, C3 1.340, H11 1.091
3 C 0.02 1.36 -0.19  C2 1.340, C4 1.465, H12 1.084
4 C -0.34 0.38 0.83  C3 1.465, C5 1.347, H13 1.077
5 C -1.49 -0.30 0.67  C4 1.347, O6 1.359, C7 1.513
6 O -2.18 -0.45 -0.49  C5 1.359, H14 0.981
7 C -2.16 -1.02 1.82  C5 1.513, H15 1.098, H16 1.091, H17 1.090
8 H 2.54 1.27 -2.45  C1 1.082
9 H 0.97 2.11 -2.52  C1 1.104
10 H 2.22 2.92 -1.75  C1 1.090
11 H 1.90 0.44 -0.32  C2 1.091
12 H -0.55 2.21 -0.55  C3 1.084
13 H 0.22 0.24 1.74  C4 1.077
14 H -1.70 -0.73 -1.30  O6 0.981
15 H -1.79 -1.97 2.21  C7 1.098
16 H -3.17 -1.35 1.57  C7 1.091
17 H -2.15 -0.32 2.65  C7 1.090
18 H 1.79 -2.93 0.42  O20 0.979
19 H 3.23 -2.42 -0.06  O20 0.954
20 O 2.35 -2.16 0.21  H18 0.979, H19 0.954

* total energy: -386.214506 hartree
* structure (SMILES): C/C=C/C=C(/C)O.O
* relative energy (zero: lowest compared OMol25 entry of this formula, charge and spin): 2.8750 eV
* Kohn-Sham gap: 8.49 eV
* LUMO: 0.0223 Eh
* HOMO energy: -7.89 eV
* strongest force on any atom: 2.87 eV/Å



No. 2
Molecular formula: C6H12O2
Method: DFT, ωB97M-V/def2-TZVPD

Last columns: bonded neighbours and bond lengths (Å).
Cartesian coordinates (Å):
1 C 1.42 -1.87 0.92  C2 1.521, H7 1.087, H8 1.091, H9 1.132
2 C 0.40 -0.96 0.25  C1 1.521, C3 1.403, H10 1.132, O20 1.449
3 C -0.48 -0.58 1.27  C2 1.403, H11 1.106, H12 1.164, O19 1.414
4 C -0.76 1.54 0.46  C5 1.732, H13 0.995, H14 1.155, O19 1.414
5 C 0.22 1.18 -0.92  C4 1.732, C6 1.511, H15 1.065, O20 1.432
6 C -0.67 0.82 -2.09  C5 1.511, H16 1.016, H17 1.140, H18 1.181
7 H 2.26 -1.98 0.24  C1 1.087
8 H 1.22 -2.89 1.27  C1 1.091
9 H 1.84 -1.37 1.85  C1 1.132
10 H -0.35 -1.38 -0.48  C2 1.132
11 H -0.86 -1.55 1.65  C3 1.106
12 H 0.08 -0.02 2.12  C3 1.164
13 H -0.16 2.03 1.09  C4 0.995
14 H -1.48 2.39 0.16  C4 1.155
15 H 0.85 2.02 -1.08  C5 1.065
16 H -0.34 0.49 -2.99  C6 1.016
17 H -1.40 1.58 -2.52  C6 1.140
18 H -1.42 0.09 -1.53  C6 1.181
19 O -1.44 0.35 0.80  C3 1.414, C4 1.414
20 O 1.06 0.11 -0.47  C2 1.449, C5 1.432

* total energy: -386.186845 hartree
* structure (SMILES): C[C@H]1COC[C@H](C)O1
* relative energy (zero: lowest compared OMol25 entry of this formula, charge and spin): 3.6277 eV
* Kohn-Sham gap: 10.09 eV
* LUMO: 0.0392 Eh
* HOMO energy: -9.02 eV
* strongest force on any atom: 7.30 eV/Å



Number 1 is which compound? C6H12O2



Repeat the first record exactly.
Molecular formula: C6H12O2
Method: DFT, ωB97M-V/def2-TZVPD

Last columns: bonded neighbours and bond lengths (Å).
Cartesian coordinates (Å):
1 C 1.86 1.91 -1.90  C2 1.509, H8 1.082, H9 1.104, H10 1.090
2 C 1.27 1.27 -0.66  C1 1.509, C3 1.340, H11 1.091
3 C 0.02 1.36 -0.19  C2 1.340, C4 1.465, H12 1.084
4 C -0.34 0.38 0.83  C3 1.465, C5 1.347, H13 1.077
5 C -1.49 -0.30 0.67  C4 1.347, O6 1.359, C7 1.513
6 O -2.18 -0.45 -0.49  C5 1.359, H14 0.981
7 C -2.16 -1.02 1.82  C5 1.513, H15 1.098, H16 1.091, H17 1.090
8 H 2.54 1.27 -2.45  C1 1.082
9 H 0.97 2.11 -2.52  C1 1.104
10 H 2.22 2.92 -1.75  C1 1.090
11 H 1.90 0.44 -0.32  C2 1.091
12 H -0.55 2.21 -0.55  C3 1.084
13 H 0.22 0.24 1.74  C4 1.077
14 H -1.70 -0.73 -1.30  O6 0.981
15 H -1.79 -1.97 2.21  C7 1.098
16 H -3.17 -1.35 1.57  C7 1.091
17 H -2.15 -0.32 2.65  C7 1.090
18 H 1.79 -2.93 0.42  O20 0.979
19 H 3.23 -2.42 -0.06  O20 0.954
20 O 2.35 -2.16 0.21  H18 0.979, H19 0.954

* total energy: -386.214506 hartree
* structure (SMILES): C/C=C/C=C(/C)O.O
* relative energy (zero: lowest compared OMol25 entry of this formula, charge and spin): 2.8750 eV
* Kohn-Sham gap: 8.49 eV
* LUMO: 0.0223 Eh
* HOMO energy: -7.89 eV
* strongest force on any atom: 2.87 eV/Å